A 10-piece molecular cluster, C10H39NO10 overall at a distorted geometry. Source: the Open Molecules 2025 dataset; level of theory: wB97M-V/def2-TZVPD.

Its HOMO-LUMO gap is 7.784 eV. The multiplicity is 1. Its energy above the lowest of the compared OMol25 structures with the same formula, charge and spin is 0.000 eV. The calculation puts the HOMO energy at -8.02 eV. The calculation puts the total energy at -1211.5202 hartree. The value obtained for the maximum force is 1.7 eV Å⁻¹.

```
60
Properties=species:S:1:pos:R:3:forces:R:3:mulliken_charge:R:1
C -8.28530 -10.04043 13.77761 0.55 0.34 0.35 -1.964
C -9.19347 -11.23935 14.03376 -0.30 0.19 0.03 1.526
C -8.99849 -11.72059 15.47595 0.43 0.22 0.33 -1.498
C -10.63533 -10.70000 13.88619 0.41 0.22 -0.58 -1.301
C -11.65107 -11.78860 13.71354 0.07 -0.77 -0.45 -0.433
C -11.30091 -12.71292 12.53669 -0.61 0.26 0.66 -1.303
C -9.89885 -13.29717 12.62736 0.30 -0.07 0.62 2.177
C -9.86280 -14.42140 13.67406 0.07 -1.00 0.07 -1.531
C -9.52617 -13.85924 11.25907 0.75 -0.62 0.20 -2.113
N -8.94737 -12.21726 12.96373 -0.30 0.25 -0.52 0.181
O -7.63030 -12.71960 13.00518 0.11 0.12 0.23 -0.511
H -7.23016 -10.21969 13.99822 -0.05 -0.35 -0.23 0.354
H -8.38211 -9.69148 12.75066 0.03 -0.07 -0.02 0.469
H -8.54722 -9.22400 14.45744 -0.27 0.00 -0.10 0.398
H -8.79505 -10.83012 16.07645 -0.31 0.01 0.13 0.476
H -9.86509 -12.23255 15.88674 0.06 -0.09 0.02 0.450
H -8.10560 -12.32952 15.65480 -0.14 -0.21 -0.33 0.134
H -10.88280 -10.04001 14.72023 0.17 -0.08 0.10 0.423
H -10.61195 -10.07279 12.98821 -0.22 0.00 -0.01 0.424
H -11.66434 -12.43888 14.59518 -0.22 0.24 0.17 0.129
H -12.66003 -11.41711 13.52603 0.02 0.18 0.31 0.408
H -11.47135 -12.22706 11.57386 0.17 0.15 0.03 0.386
H -12.03908 -13.51523 12.63338 0.22 -0.26 -0.48 0.371
H -10.56292 -15.23757 13.45988 -0.29 0.32 -0.18 0.606
H -10.04920 -14.11992 14.70516 -0.02 0.25 -0.08 0.072
H -8.91067 -14.96265 13.67826 0.24 0.46 -0.03 0.162
H -9.24946 -13.08449 10.54593 -0.46 0.16 -0.01 0.491
H -10.32161 -14.51385 10.90095 -0.13 0.21 -0.19 0.395
H -8.63286 -14.48828 11.33083 -0.04 0.05 0.13 0.359
H -7.43093 -13.02225 13.91265 -0.11 -0.16 -0.21 0.387
C -9.69656 -21.41975 17.53071 -0.63 -0.10 1.54 -0.586
O -9.39094 -20.63048 16.41098 0.24 -0.18 -0.17 -0.490
H -8.92233 -22.12687 17.82835 0.32 0.07 -0.76 0.289
H -9.83056 -20.82533 18.44659 -0.01 0.25 -0.22 0.229
H -10.62947 -21.98916 17.43983 0.06 -0.04 -0.36 0.255
H -10.08373 -19.96406 16.34584 0.04 0.15 -0.05 0.322
O -7.13453 -17.24769 14.66831 0.07 -0.17 -0.32 -0.672
H -7.22664 -17.28641 13.70653 -0.02 0.02 0.13 0.305
H -6.80648 -18.12110 14.92428 -0.04 0.16 0.06 0.267
O -11.68651 -18.37087 18.96334 -0.35 -0.37 -0.69 -0.643
H -11.83797 -18.54326 18.00361 0.15 0.18 0.71 0.423
H -12.55837 -18.21805 19.34014 0.13 0.04 0.08 0.275
O -6.26924 -14.36604 15.15594 -0.17 -0.08 0.02 -0.658
H -6.31361 -14.29472 16.11588 0.02 -0.02 -0.07 0.307
H -6.56498 -15.26962 14.96360 0.14 0.12 0.10 0.342
O -11.63300 -18.54191 16.22161 0.11 0.50 -0.39 -0.651
H -11.70535 -17.58537 15.94816 -0.48 -0.80 0.19 0.377
H -12.27485 -19.00745 15.67230 0.10 0.05 0.00 0.225
O -9.17014 -16.47203 16.41638 0.15 -0.13 -0.14 -0.534
H -9.95496 -17.01045 16.27416 0.24 -0.03 0.10 0.210
H -8.54488 -16.73120 15.71224 -0.19 0.06 0.22 0.308
O -9.95969 -14.09823 17.68397 0.21 -0.19 -0.19 -0.615
H -9.51182 -14.89922 17.34704 -0.26 0.19 0.07 0.351
H -9.25823 -13.58586 18.09772 -0.14 0.02 0.06 0.298
O -9.25475 -17.18340 19.74320 0.09 -0.35 -0.15 -0.622
H -9.92551 -17.82201 19.43552 0.07 0.47 0.20 0.329
H -8.64761 -17.09574 19.00068 -0.09 0.03 0.00 0.295
O -12.39449 -16.05234 15.48392 -0.17 0.37 0.00 -0.617
H -13.33563 -16.04806 15.27093 0.12 -0.01 0.03 0.252
H -12.22818 -15.20139 15.91721 0.17 -0.18 -0.01 0.307
```
Positions in Å, forces in eV/Å.